A molecular structure, C21H15N2NiO5 at a distorted geometry. Source: OMol25; level of theory: wB97M-V/def2-TZVPD.

Energy above the lowest of the compared OMol25 structures with the same formula, charge and spin = 0.0 kJ/mol
Calculated total energy = -76270.044 eV
E_HOMO (spin up / spin down) = -0.4138 / -0.4141 Eh
E_LUMO (spin up / spin down) = -0.1647 / -0.1945 Ha
<S²> = 2.0620
Largest force on an atom = 3.936 eV Å⁻¹
Orbital gap (spin up / spin down) = 0.2491 / 0.2196 Eh

```
! RIJCOSX wB97M-V def2-TZVPD def2/J DEFGRID3
* xyz 1 3
Ni -0.3295 1.5464 0.6085
O 1.7818 -2.0670 2.4524
C 1.4255 -0.7633 2.1514
O 2.1390 -0.0108 1.5022
C 0.1702 -0.3672 2.8520
C -0.3391 -1.1567 3.9145
C -1.5269 -0.6909 4.5618
C -2.2514 0.3954 4.0362
C -1.7132 1.0706 2.9663
N -0.5244 0.6895 2.3978
C -2.4992 2.1034 2.1820
O -3.4575 2.6592 2.7979
O -2.0540 2.3428 0.9998
H 2.7071 -2.1945 2.1492
H 0.2326 -1.9691 4.2913
H -1.8286 -1.2194 5.4625
H -3.2243 0.7086 4.3610
C -0.5894 -4.0871 -1.3090
C 0.4399 -3.1612 -1.5430
C 0.1896 -1.7957 -1.3340
C -1.1362 -1.3137 -1.2143
C -2.1412 -2.2466 -0.9486
C -1.9048 -3.6000 -1.0339
C -1.3877 0.0778 -1.3698
C -0.4934 1.1104 -1.3211
C 0.5685 1.5746 -2.0809
C 0.7050 1.4018 -3.4783
C 1.7470 1.9156 -4.2177
C 2.7933 2.6024 -3.5424
C 2.6321 2.9777 -2.2284
C 1.7712 2.1510 -1.3865
H -0.3954 -5.1481 -1.3388
H 1.4626 -3.4727 -1.6967
H 1.0068 -1.0822 -1.4136
H -3.1172 -1.8667 -0.6128
H -2.6856 -4.3367 -0.7628
H -2.4814 0.3305 -1.3058
H -0.1473 0.8590 -3.9041
H 1.9279 1.6132 -5.2117
H 3.6980 2.8800 -4.1078
H 3.1505 3.7788 -1.7381
H 2.3617 1.3175 -0.9359
O 2.0243 3.6376 0.3637
N 1.2931 2.8056 -0.0147
*
```


A single C21H15N5O3S molecule at a distorted geometry. Source: OMol25; level of theory: wB97M-V/def2-TZVPD.

Calculated total energy = -46444.337 eV
E_HOMO = -0.3044 Eh
E_LUMO = -0.0029 Ha
SMILES string = Cc1ccc(-c2nc(NC(=O)COc3cccc(C#N)c3)cc(-c3nccs3)n2)o1
Largest force on an atom = 5.038 eV Å⁻¹
Orbital gap = 0.3015 Eh

```
! RIJCOSX wB97M-V def2-TZVPD def2/J DEFGRID3
* xyz 0 1
C 5.1724 -0.9016 4.8572
C 3.9516 -0.3599 4.3687
C 3.2406 0.6358 4.9408
C 2.0269 0.8809 4.2393
C 1.9641 -0.0467 3.1732
C 0.9316 -0.2011 2.1691
N 1.0366 -0.8716 1.0302
C 0.0140 -1.1666 0.3078
N 0.3071 -1.9138 -0.8217
C -0.5964 -2.2617 -1.7765
O -1.6632 -2.7355 -1.5353
C 0.1946 -2.6600 -3.0470
O 0.6909 -1.5496 -3.8164
C -0.1284 -0.5307 -4.2094
C -1.1438 -0.9227 -5.0858
C -1.7563 0.1235 -5.7927
C -1.4313 1.4679 -5.3923
C -0.5284 1.7565 -4.4376
C -0.0773 3.0355 -4.0872
N 0.3409 4.0458 -3.7459
C 0.0334 0.7185 -3.7809
C -1.2722 -0.6280 0.5781
C -1.2963 0.2417 1.6755
C -2.5768 1.0261 2.1057
N -3.6887 0.9693 1.5121
C -4.7755 1.6476 2.0866
C -4.4195 2.4355 3.1997
S -2.7984 2.0555 3.5014
N -0.1986 0.3320 2.4207
O 3.1889 -0.8026 3.3084
H 5.8517 -0.8344 3.9497
H 5.5328 -0.4540 5.7869
H 5.1522 -1.9464 5.1573
H 3.4452 1.1591 5.8933
H 1.3273 1.6780 4.6162
H 1.2606 -2.0030 -1.1957
H -0.4446 -3.1681 -3.7587
H 0.9541 -3.4188 -2.8139
H -1.3982 -1.8971 -5.3725
H -2.4514 -0.1742 -6.5322
H -1.8891 2.3723 -5.7493
H 0.9471 0.7359 -3.1265
H -2.0135 -0.7032 -0.1682
H -5.8510 1.7907 1.6652
H -5.1657 3.0434 3.7022
*
```


A molecular structure, C21H16AsBrMnN4O7S2. Source: OMol25; level of theory: wB97M-V/def2-TZVPD.

Calculated total energy = -226157.221 eV
E_HOMO (spin up / spin down) = -0.7375 / -0.7375 Eh
E_LUMO (spin up / spin down) = -0.5319 / -0.5514 Ha
<S²> = 1.0157
Largest force on an atom = 0.740 eV Å⁻¹
Orbital gap (spin up / spin down) = 0.2057 / 0.1862 Eh

```
! RIJCOSX wB97M-V def2-TZVPD def2/J DEFGRID3
* xyz 4 2
Mn 0.0050 0.8675 -0.7391
O 5.6230 3.4552 0.0133
C 4.4547 2.8629 -0.0322
C 4.2456 1.4838 -0.1482
C 2.9613 1.0184 -0.2115
N 1.8415 1.7902 -0.1455
C 2.0705 3.1247 0.0093
Br 0.6845 4.3712 0.2538
C 3.3232 3.6808 0.0638
H 6.3725 2.8479 -0.0538
H 5.0697 0.7850 -0.2050
H 2.8109 -0.0388 -0.3242
H 3.4444 4.7473 0.1931
N -1.1851 1.5305 3.2346
C -0.2616 0.5782 3.6581
C 0.0805 0.1242 4.8976
C 1.0775 -0.8725 4.9191
C 1.6929 -1.3882 3.7253
C 1.3435 -0.9265 2.4955
C 0.3445 0.0880 2.4460
N -0.2082 0.7276 1.3935
C -1.1275 1.5865 1.9085
C -1.8458 2.3979 0.9741
C -2.8504 3.3116 1.1062
S -3.2896 3.9145 -0.4216
C -2.0638 2.9987 -1.1560
N -1.3989 2.2420 -0.3229
H -1.7893 2.0804 3.8341
H -0.3653 0.4831 5.8164
H 1.3937 -1.2743 5.8751
H 2.4421 -2.1608 3.8365
H 1.7845 -1.3122 1.5896
H -3.3731 3.6266 1.9986
H -1.8679 3.0549 -2.2183
O -2.4950 0.0929 -3.5856
As -1.8180 -1.0090 -2.4970
O 0.3145 1.4986 -2.0512
O -1.6002 -0.1426 -1.0679
C -2.2466 -2.7999 -2.5260
C -3.3221 -3.3948 -3.1848
C -3.3340 -4.7813 -3.2655
C -2.2947 -5.5341 -2.7290
C -1.2044 -4.9413 -2.0769
C -1.2064 -3.5776 -1.9883
S 0.8452 -1.8563 -1.9358
O -0.0443 -1.1674 -3.0163
O -0.2005 -2.8791 -1.2561
O 0.9304 -0.8374 -0.7906
H -2.7412 -0.2395 -4.4708
H -4.1283 -2.8102 -3.6096
H -4.1620 -5.2796 -3.7516
H -2.3255 -6.6132 -2.8105
H -0.4065 -5.5344 -1.6506
*
```